Record 1
{"formula": "C19H31IN5O4P2", "method": "ωB97M-V/def2-TZVPD", "species": ["O", "P", "C", "N", "C", "P", "O", "O", "O", "C", "C", "C", "I", "C", "C", "C", "C", "N", "C", "C", "C", "C", "H", "H", "H", "H", "H", "H", "H", "H", "H", "H", "H", "H", "H", "H", "H", "H", "H", "H", "H", "H", "H", "H", "C", "C", "N", "H", "H", "H", "C", "C", "N", "H", "H", "H", "C", "C", "N", "H", "H", "H"], "positions_angstrom": [[-1.8663, 1.7527, 0.0357], [-1.4292, 2.4579, -1.2505], [0.2821, 1.6998, -1.6579], [1.2834, 2.5282, -1.9510], [1.3258, 4.0045, -2.0481], [1.7570, 4.8514, -0.4030], [1.3458, 4.0386, 0.7896], [1.0103, 6.3827, -0.4091], [3.4261, 5.1831, -0.4134], [2.5259, 1.7471, -2.2046], [2.3045, 0.3415, -1.4569], [0.7178, 0.1755, -1.7287], [0.7227, -0.1550, -3.9270], [-0.0493, -0.9004, -0.8130], [-1.4726, -1.1959, -1.4718], [-2.4747, -2.0421, -0.5705], [-3.4789, -1.1720, 0.3043], [-4.2370, -0.1452, -0.4550], [-4.7617, 0.9000, 0.3785], [-5.4900, 1.9134, -0.4902], [-5.3091, 1.3102, -1.9051], [-4.5385, -0.0047, -1.8403], [-1.2731, 3.8527, -0.9219], [-2.3739, 2.2414, -2.3188], [2.0856, 4.2690, -2.8679], [0.3286, 4.4157, -2.4316], [0.7851, 6.6211, -1.3444], [3.5012, 5.9848, -0.9846], [2.9777, 1.7511, -3.2419], [3.3683, 2.2028, -1.5609], [2.9478, -0.4443, -1.9669], [2.6268, 0.2890, -0.3479], [0.5680, -1.8793, -0.7969], [-0.1773, -0.5308, 0.2646], [-1.2627, -1.8331, -2.4057], [-1.8862, -0.2093, -1.8505], [-3.0011, -2.8398, -1.1980], [-1.8263, -2.6331, 0.1737], [-4.2598, -1.9063, 0.7246], [-2.9723, -0.7336, 1.2348], [-4.5922, 0.8785, 1.4934], [-6.0245, 2.8480, -0.1616], [-5.7124, 1.8144, -2.8322], [-4.2160, -0.7090, -2.6559], [1.2988, -4.6640, 1.1617], [1.1238, -4.2991, -0.3042], [0.9877, -4.0197, -1.4262], [1.1635, -5.7329, 1.2831], [2.2980, -4.3847, 1.4874], [0.5647, -4.1329, 1.7504], [3.5180, 1.6390, 2.9796], [3.8265, 0.3922, 2.2179], [4.0663, -0.5779, 1.6256], [4.3781, 1.9250, 3.5862], [3.2847, 2.4495, 2.2871], [2.6611, 1.4717, 3.6330], [1.6896, -6.4388, 5.3046], [1.4371, -5.7282, 4.0168], [1.2394, -5.1749, 3.0082], [0.7546, -6.5528, 5.8543], [2.1099, -7.4260, 5.1079], [2.3925, -5.8668, 5.9116]], "lowdin_charge": [-0.4264, 0.8316, -0.2269, -0.1446, -0.1729, 0.6058, -0.2816, -0.1553, -0.1621, -0.1973, -0.1742, -0.6371, 1.0175, -0.1812, -0.2507, -0.1593, -0.1647, -0.1684, -0.0919, -0.0627, -0.1046, -0.0791, 0.0361, 0.0441, 0.1403, 0.1073, 0.0873, 0.0844, 0.1220, 0.1465, 0.1212, 0.1099, 0.0842, 0.1382, 0.0858, 0.0561, 0.1227, 0.1165, 0.1345, 0.1289, 0.1188, 0.0814, 0.0746, 0.1147, -0.2128, -0.2180, 0.1083, 0.0849, 0.0961, 0.0664, -0.0520, -0.2584, 0.1172, 0.0839, 0.0605, 0.0845, -0.0372, -0.0963, 0.0494, 0.0847, 0.0852, 0.0844], "charge": 1, "homo_ha": -0.3587, "energy_ha": -2297.280615, "orbital_gap_ev": 5.07, "fmax_ev_per_a": 9.76}


Record 2
{"formula": "C19H31IrNO6PS2", "method": "ωB97M-V/def2-TZVPD", "species": ["Ir", "C", "C", "C", "C", "C", "C", "C", "H", "H", "H", "H", "H", "H", "H", "H", "O", "C", "O", "C", "O", "O", "C", "C", "C", "O", "P", "S", "S", "O", "C", "C", "C", "H", "H", "H", "H", "H", "H", "H", "H", "H", "H", "H", "H", "H", "H", "C", "C", "C", "C", "N", "H", "H", "H", "H", "H", "H", "H", "H", "H"], "positions_angstrom": [[0.3414, -0.2382, 0.1566], [-4.7395, -0.4375, -0.9511], [-3.5308, 0.3286, -0.4897], [-2.6101, 0.8256, -1.4090], [-1.4901, 1.5215, -0.9941], [-1.2952, 1.7894, 0.3699], [-2.2016, 1.2742, 1.2906], [-3.3019, 0.5425, 0.8630], [-4.5017, -1.5004, -1.0447], [-5.0814, -0.0813, -1.9235], [-5.5573, -0.3422, -0.2370], [-2.7582, 0.6346, -2.4657], [-0.8261, 1.9570, -1.7296], [-0.5349, 2.4877, 0.6901], [-2.0331, 1.4370, 2.3473], [-3.9769, 0.1139, 1.5931], [-2.5110, -2.3542, 1.9047], [-1.5672, -2.0550, 1.2126], [-0.5717, -1.2977, 1.5774], [-1.3993, -2.4706, -0.2485], [-1.7206, -3.5470, -0.6996], [-0.9015, -1.4839, -0.9326], [6.2173, 0.4302, 1.4739], [4.8570, 0.1233, 0.8681], [4.2611, 1.3376, 0.1823], [4.0220, -0.4853, 1.8786], [3.0140, 0.2047, 2.9049], [2.6692, -0.9724, 4.3872], [1.3347, 0.9223, 1.9547], [3.8975, 1.4977, 3.2958], [3.5113, 2.7172, 3.9614], [3.1803, 3.7936, 2.9396], [2.4187, 2.5272, 4.9985], [6.9128, 0.7268, 0.6855], [6.6138, -0.4509, 1.9793], [6.1353, 1.2371, 2.2008], [4.9784, -0.6792, 0.1353], [4.1984, 2.1795, 0.8716], [3.2645, 1.1361, -0.2002], [4.9089, 1.6172, -0.6524], [4.4276, 3.0116, 4.4810], [2.3809, 3.4556, 2.2818], [4.0554, 4.0317, 2.3325], [2.8562, 4.7001, 3.4547], [1.4760, 2.2408, 4.5295], [2.2747, 3.4676, 5.5340], [2.6892, 1.7463, 5.7067], [1.2442, -1.5561, -3.1591], [2.1631, -1.4078, -1.9374], [3.5432, -0.9350, -2.3976], [2.2801, -2.7475, -1.2072], [1.6152, -0.4267, -1.0102], [1.6584, -2.3056, -3.8375], [1.1690, -0.6047, -3.6910], [0.2488, -1.8596, -2.8448], [4.0048, -1.7071, -3.0165], [4.1882, -0.7404, -1.5418], [3.4630, -0.0166, -2.9825], [2.5469, -3.5273, -1.9222], [1.3307, -3.0061, -0.7411], [3.0413, -2.6954, -0.4262]], "lowdin_charge": [1.2052, -0.0399, -0.2770, -0.0704, -0.1449, -0.2373, -0.0979, -0.0532, 0.0880, 0.0733, 0.0755, 0.1148, 0.1024, 0.0669, 0.1138, 0.1174, 0.0903, -0.5661, -0.2388, -0.5729, 0.0812, -0.1963, -0.0476, -0.4444, -0.0786, -0.3093, -0.1207, 0.2406, 0.3324, -0.3287, -0.4583, -0.0697, -0.0858, 0.0794, 0.0839, 0.0728, 0.1128, 0.0564, 0.0245, 0.0875, 0.1364, 0.0376, 0.0736, 0.0784, 0.0558, 0.0788, 0.0578, -0.0501, -0.6871, -0.0515, -0.0314, -0.1566, 0.0808, 0.0783, 0.0639, 0.0857, 0.0421, 0.0839, 0.0860, 0.0718, 0.0844], "charge": -1, "homo_ha": [-0.1707, -0.1845], "energy_ha": -2490.993475, "multiplicity": 2, "orbital_gap_ev": [7.12, 7.50], "fmax_ev_per_a": 1.91}


Record 3
{"formula": "C19H31N2PtS", "method": "ωB97M-V/def2-TZVPD", "species": ["C", "C", "C", "C", "H", "H", "H", "H", "H", "H", "H", "H", "H", "C", "C", "C", "H", "C", "C", "H", "H", "H", "H", "C", "C", "C", "H", "C", "C", "H", "H", "H", "H", "Pt", "C", "C", "N", "C", "S", "N", "C", "C", "H", "H", "H", "H", "H", "H", "H", "H", "H", "H", "H", "H"], "positions_angstrom": [[-2.8906, 4.0337, 0.0845], [-4.1235, 3.2661, -0.1434], [-2.6935, 4.6507, 1.4065], [-2.2456, 4.6710, -1.0747], [-3.3136, 5.5647, 1.5034], [-1.6522, 4.9651, 1.5710], [-2.9942, 3.9845, 2.2280], [-4.9909, 3.9501, -0.2167], [-4.3404, 2.5685, 0.6775], [-4.0872, 2.7019, -1.0863], [-2.7447, 5.6281, -1.3203], [-2.3055, 4.0424, -1.9743], [-1.1899, 4.9131, -0.8878], [-0.7428, -0.9508, 1.9978], [-0.7454, 0.3703, 2.5768], [-1.8019, 1.1339, 1.9502], [-0.0840, 0.7242, 3.3646], [-2.4921, 0.2595, 1.0268], [-1.8360, -1.0342, 1.0741], [-2.1303, -1.9237, 0.5253], [-0.0313, -1.7461, 2.2149], [-2.0824, 2.1587, 2.2013], [-3.3485, 0.5232, 0.4021], [1.7189, 1.8979, -1.3547], [2.1883, 1.3766, -0.1300], [1.2594, 1.7603, 0.9186], [3.1610, 0.9257, 0.0227], [0.2091, 2.5899, 0.2624], [0.5249, 2.6236, -1.1548], [-0.0123, 3.2054, -1.8921], [2.2862, 1.8625, -2.2848], [1.4022, 1.7410, 1.9903], [-0.4222, 3.2854, 0.8093], [-0.4167, 0.5208, 0.3000], [0.9317, -5.9456, -1.7132], [1.4683, -4.5346, -1.8550], [0.6979, -3.5666, -1.0238], [1.1784, -2.2948, -0.8109], [0.3787, -0.9291, -1.5287], [2.3213, -2.1454, -0.1512], [3.0307, -3.2455, 0.5670], [4.4267, -3.4821, 0.0185], [0.9913, -6.3017, -0.6724], [1.5353, -6.6215, -2.3287], [-0.1125, -6.0271, -2.0386], [2.5149, -4.4871, -1.5500], [1.4038, -4.2145, -2.9077], [-0.2789, -3.5374, -1.3179], [2.6575, -1.1913, -0.0288], [3.0678, -2.9679, 1.6207], [2.3958, -4.1277, 0.4888], [5.1041, -2.6839, 0.3364], [4.8254, -4.4313, 0.3886], [4.4296, -3.5087, -1.0812]], "lowdin_charge": [-0.4223, -0.0901, -0.0984, -0.0951, 0.1021, 0.0801, 0.0691, 0.1004, 0.0681, 0.0841, 0.1009, 0.0820, 0.0715, -0.1715, -0.1598, -0.1758, 0.1198, -0.1549, -0.1996, 0.1103, 0.1134, 0.0946, 0.1091, -0.1871, -0.1526, -0.2053, 0.1033, -0.2312, -0.0877, 0.0999, 0.1115, 0.1006, 0.0799, 1.0619, -0.0789, -0.2299, -0.0144, -0.7396, 0.6944, 0.0453, -0.2042, -0.0772, 0.0827, 0.0853, 0.0810, 0.0894, 0.1303, 0.1190, 0.1126, 0.1213, 0.1040, 0.0801, 0.0878, 0.0798], "charge": 1, "homo_ha": [-0.3419, -0.3973], "energy_ha": -1369.137220, "multiplicity": 5, "orbital_gap_ev": [6.88, 5.13], "fmax_ev_per_a": 2.51}


Record 4
{"formula": "C19H31N3O", "method": "ωB97M-V/def2-TZVPD", "species": ["C", "C", "C", "C", "C", "C", "C", "C", "C", "C", "C", "N", "C", "O", "N", "C", "C", "N", "C", "C", "C", "C", "C", "H", "H", "H", "H", "H", "H", "H", "H", "H", "H", "H", "H", "H", "H", "H", "H", "H", "H", "H", "H", "H", "H", "H", "H", "H", "H", "H", "H", "H", "H", "H"], "positions_angstrom": [[-5.4831, -2.4403, 1.0500], [-4.3510, -2.0568, 0.4696], [-3.2866, -3.0469, 0.0914], [-4.0728, -0.6426, 0.1679], [-5.0889, 0.2104, -0.2570], [-4.8076, 1.5270, -0.5606], [-3.5168, 2.0172, -0.4549], [-2.4874, 1.1855, -0.0395], [-1.0534, 1.6679, 0.1257], [-0.8034, 1.9426, 1.6122], [-0.7458, 2.9237, -0.6974], [-0.1401, 0.6067, -0.2886], [-0.2359, -0.0041, -1.4978], [-1.0174, 0.3290, -2.3675], [0.5945, -1.0865, -1.6892], [1.7210, -1.4579, -0.8696], [2.8868, -0.4482, -0.9430], [3.5617, -0.3356, 0.3372], [4.3649, -1.4945, 0.6858], [5.6314, -1.7225, -0.1475], [4.2518, 0.9347, 0.5080], [3.2805, 2.0321, 0.9355], [-2.7836, -0.1335, 0.2758], [-6.2371, -1.7357, 1.3561], [-5.6884, -3.4771, 1.2587], [-2.8476, -2.7837, -0.8690], [-2.4906, -3.0532, 0.8365], [-3.7013, -4.0504, 0.0344], [-6.0927, -0.1699, -0.3740], [-5.5995, 2.1811, -0.8969], [-3.3259, 3.0462, -0.7117], [-1.4946, 2.7033, 1.9656], [0.2137, 2.2966, 1.7688], [-0.9620, 1.0399, 2.1985], [-1.0043, 2.7453, -1.7374], [0.3182, 3.1452, -0.6326], [-1.2945, 3.7831, -0.3240], [0.5715, 0.3259, 0.3629], [0.6047, -1.3967, -2.6486], [1.3985, -1.5396, 0.1738], [2.0467, -2.4489, -1.1912], [3.5706, -0.7195, -1.7627], [2.4660, 0.5292, -1.1867], [3.7225, -2.3747, 0.6085], [4.6468, -1.3827, 1.7373], [6.2982, -0.8663, -0.0806], [5.3876, -1.8915, -1.1935], [6.1565, -2.5982, 0.2243], [4.7790, 1.2452, -0.4080], [4.9967, 0.8091, 1.2967], [3.8254, 2.9510, 1.1372], [2.5461, 2.2347, 0.1602], [2.7595, 1.7276, 1.8397], [-1.9884, -0.7825, 0.6109]], "lowdin_charge": [0.0537, -0.3205, -0.0570, -0.1856, -0.0341, -0.0653, -0.0244, -0.1652, -0.4880, -0.0085, -0.0243, 0.1243, -0.5730, 0.0698, 0.0621, -0.1801, -0.1841, -0.2043, -0.2491, -0.0799, -0.2607, -0.0845, 0.0205, 0.0590, 0.0587, 0.0851, 0.0799, 0.0757, 0.1082, 0.1030, 0.1044, 0.0947, 0.0718, 0.0885, 0.0865, 0.0762, 0.0795, 0.1182, 0.1398, 0.1181, 0.1191, 0.1173, 0.1093, 0.1067, 0.1152, 0.0661, 0.0618, 0.0713, 0.1203, 0.1152, 0.0727, 0.0470, 0.0708, 0.1181], "homo_ha": -0.3071, "energy_ha": -982.104791, "smiles": "C=C(C)c1cccc(C(C)(C)NC(=O)NCCN(CC)CC)c1", "orbital_gap_ev": 9.09, "fmax_ev_per_a": 0.51}